No. 1
Below is C16H10FeN2O6 as an isolated structure, with properties calculated with ωB97M-V/def2-TZVPD.

Geometry (Å):
H1 -1.125 3.369 3.194
H2 0.293 4.077 5.127
O1 5.534 -3.026 0.195
C1 -1.322 -2.969 -2.458
C2 -2.294 -3.689 -3.121
H3 3.363 1.319 3.966
O2 0.973 2.672 -2.555
H4 2.579 3.333 5.308
C3 -3.843 -1.855 -2.854
O3 2.334 0.712 1.697
C4 1.946 2.861 4.552
C5 -1.647 -1.699 -1.899
H5 -0.343 -3.362 -2.316
H6 -4.819 -1.390 -3.061
C6 2.451 1.833 3.738
H7 -4.353 -3.871 -3.639
C7 -2.861 -1.089 -2.243
N1 -0.059 0.521 0.475
H8 -3.082 -0.080 -1.989
C8 1.760 1.466 2.577
C9 1.300 2.426 -3.679
C10 0.660 3.338 4.389
C11 0.356 1.956 2.413
O4 0.602 -1.522 -0.971
N2 -1.003 0.097 -0.404
Fe1 1.630 -0.604 0.445
O5 1.367 2.235 -4.842
H9 -2.074 -4.657 -3.580
C12 -0.444 1.497 1.323
C13 4.470 -2.555 0.023
H10 -1.314 2.082 1.052
C14 -0.607 -0.984 -1.041
O6 3.307 -2.208 0.069
C15 -0.146 2.943 3.352
C16 -3.590 -3.180 -3.243

Cartesian forces, eV/Å:
-0.189 -0.083 0.059
0.185 -0.291 -0.593
-1.982 1.358 -1.092
-0.922 1.110 0.533
-0.423 -0.121 -0.203
0.624 0.107 -0.111
1.871 -0.858 -3.244
-0.178 -0.448 0.050
-0.467 -0.295 -0.437
0.827 -1.911 -1.422
0.532 -0.354 0.534
1.767 0.497 -0.055
0.609 -0.147 0.149
0.419 -0.343 0.141
-0.953 0.662 -0.547
0.234 0.795 0.039
-0.092 -1.295 0.052
-0.066 -0.330 -0.049
0.116 0.575 0.382
-1.925 1.063 1.625
-2.680 0.687 1.297
-0.284 1.267 0.818
0.588 0.133 -0.260
0.288 0.101 0.653
0.165 -1.140 -0.360
-0.699 1.228 0.312
0.790 0.150 1.979
0.017 0.207 0.353
0.959 0.851 0.468
-2.566 -0.377 1.988
-0.402 -0.244 0.124
-1.543 0.135 -0.966
4.621 -1.002 -0.846
0.846 -1.467 -1.212
-0.086 -0.223 -0.157

Total energy ... -2440.43910 a.u.
Highest occupied orbital energy (spin up / spin down) ... -1.103 / -3.624 eV
Net charge ... -1
Kohn-Sham gap (spin up / spin down) ... 2.9 / 5.4 eV
E_LUMO (spin up / spin down) ... 1.842 / 1.826 eV
Largest force on an atom ... 4.80 eV Å⁻¹
2S+1 ... 6

---

No. 2
Below is C16H10IIrNO2 as an isolated structure, with properties calculated with ωB97M-V/def2-TZVPD.

Geometry (Å):
C1 3.790 2.262 -1.975
C2 2.556 1.025 -0.343
C3 0.240 3.548 -1.610
Ir1 -0.267 1.590 0.383
H1 -1.280 -1.570 4.578
C4 -2.126 -2.998 3.185
C5 -0.986 -0.251 0.147
O1 -0.715 3.088 -0.782
C6 -1.135 -0.936 2.541
C7 2.671 3.053 -2.192
C8 -2.264 -2.674 -0.521
C9 -1.895 -1.795 -1.501
C10 1.533 2.789 -1.468
O2 0.083 4.447 -2.374
H2 -2.414 -3.690 3.963
H3 4.577 0.596 -0.855
C11 -1.368 -1.169 1.175
H4 -2.756 -3.604 -0.775
C12 -2.381 -3.281 1.873
H5 2.445 0.244 0.395
H6 -0.968 0.090 -1.960
C13 -1.249 -0.592 -1.164
H7 4.702 2.440 -2.527
H8 2.650 3.864 -2.907
C14 -1.481 -1.794 3.540
C15 -2.010 -2.387 0.839
H9 -2.094 -2.019 -2.540
H10 -2.874 -4.206 1.603
N1 1.486 1.801 -0.556
I1 -0.198 0.896 2.873
C16 3.727 1.235 -1.045

Cartesian forces, eV/Å:
0.007 0.003 -0.015
-0.019 0.053 -0.008
-0.280 -0.170 0.036
-0.209 0.651 0.675
0.004 0.001 -0.002
-0.005 -0.016 -0.018
0.003 -0.181 -0.348
0.279 -0.194 -0.306
0.008 -0.051 -0.001
-0.022 0.028 -0.031
-0.002 -0.012 -0.024
-0.009 -0.033 0.022
-0.087 -0.025 0.085
0.128 0.078 -0.034
-0.001 0.000 -0.001
-0.001 0.000 0.000
0.064 0.042 -0.001
-0.004 0.003 0.004
0.007 -0.009 0.028
0.006 -0.004 -0.003
-0.002 -0.014 -0.010
0.018 0.099 0.069
-0.002 0.006 -0.004
0.006 -0.002 0.002
0.016 0.050 -0.002
-0.003 0.019 -0.021
0.002 0.009 -0.003
-0.006 0.003 0.002
0.011 -0.204 0.010
0.090 -0.108 -0.120
0.004 -0.019 0.020

Energy relative to the best compared isomer or geometry (same formula, charge and spin) ... 24.54 kJ/mol
Total energy ... -1222.72114 a.u.
Highest occupied orbital energy ... -11.719 eV
Net charge ... +1
Kohn-Sham gap ... 7.0 eV
E_LUMO ... -4.693 eV
Largest force on an atom ... 0.96 eV Å⁻¹
2S+1 ... 1